--- A ---
18
Properties=species:S:1:pos:R:3:lowdin_charge:R:1 method="wB97M-V/def2-TZVPD" lumo_ev=0.5 homo_ha=-0.3041 gap_ev=8.8
H 1.71896 1.52665 -1.18178 0.0662
H 1.38541 0.80316 1.07011 0.1112
C 0.35007 -0.81682 -0.37172 -0.4888
H -0.11745 1.53770 -1.47700 0.0730
H 0.75441 2.70257 -0.20690 0.1135
C 0.68428 0.58256 0.25970 -0.1855
H 1.63302 -2.11237 0.88306 0.1054
C 0.51234 -1.92524 0.63146 -0.1053
H -1.39539 2.05949 0.81054 -0.0030
C -1.08143 -0.83114 -0.91773 -0.4172
H 0.02474 -2.82233 0.01941 0.1142
P -2.30215 0.06406 -0.18376 0.8769
H 1.03999 -0.89740 -1.20528 0.1227
H -0.06682 -1.74748 1.54292 0.0688
H -1.30855 -1.39027 -1.82640 0.0398
H -1.21833 0.57660 1.91404 -0.0244
C -1.33924 1.02714 1.00293 -0.3023
C 0.72611 1.66309 -0.76361 -0.1651

***

--- B ---
18
Properties=species:S:1:pos:R:3:lowdin_charge:R:1 method="wB97M-V/def2-TZVPD" lumo_ev="0.5 / 0.5" homo_ha="-0.2754 / -0.2815" gap_ev="8.0 / 8.1"
H 2.57695 1.44731 -0.24744 0.0847
P -2.40953 0.61431 0.28161 0.8136
H -0.26009 -0.87060 -1.98038 0.1046
H -2.33089 1.71822 -0.55217 -0.1218
H -0.23741 0.02762 2.07075 0.0509
C 1.45962 -0.13813 0.91465 -0.1891
H -0.53801 -2.07358 -0.75697 0.0428
H 1.93746 -0.00386 1.79839 0.0720
C 0.77967 1.51043 -0.87690 0.1354
H 0.73340 2.19377 -1.64290 0.0218
H -1.87123 -1.41966 -1.43661 0.0509
H 0.00312 -1.48390 1.57963 0.1058
H 1.80498 -1.13141 0.63905 0.1169
C -0.89047 -1.14997 -1.06475 -0.1748
C 0.00909 -0.48095 1.24358 -0.2203
C -0.79648 -0.11031 -0.01127 -0.5865
H -2.14245 1.47051 1.38900 -0.0982
C 1.63748 0.97769 -0.05706 -0.2087

***

Question: of the structures shown, which is the least stable? Reply: B.